No. 1
The following is a quantum chemistry calculation of C5H8OS in the gas phase, from the OMol25 dataset.

Geometry (Å):
S 1.785634 0.269765 -0.184637
O 1.716468 0.998327 -1.478589
C -1.503826 0.686386 -0.727760
C -1.922337 -0.303326 -1.224730
C 1.134458 -1.464846 -0.245598
C 0.316435 0.831612 0.894100
C -0.665502 1.577005 0.045440
H -2.340092 -1.100262 -1.806171
H 1.066504 -1.877823 0.733299
H -1.343851 2.410177 0.519531
H 1.799767 -1.999267 -0.806033
H 0.719582 1.545303 1.593890
H 0.022414 2.197777 -0.611675
H 0.202066 -1.523571 -0.787859
H -0.065816 -0.177361 1.400243

Atomic forces in eV per Å
S -0.7337 -0.3303 1.2093
O -0.2766 -0.5344 0.1084
C 1.2257 0.7558 0.6979
C -1.3294 -1.4710 -1.4389
C -0.9631 1.8600 -0.5322
C -0.1642 -2.0328 0.9032
C -0.8037 2.8219 -0.5633
H 0.0502 0.1822 0.2780
H -0.0074 -0.0596 0.8272
H 1.4252 -1.7644 -0.1415
H 2.0869 -1.5038 -1.3572
H 0.2988 -0.1242 0.5712
H -1.0243 -0.6676 0.1143
H -0.4156 0.2793 0.1967
H 0.6312 2.5888 -0.8731

Properties
2S+1: 1
ΔE to the lowest compared entry with this formula, charge and spin in kcal/mol: 81.1
LUMO energy in eV: 0.8033
Total charge: 0

---

No. 2
The following is a quantum chemistry calculation of a molecular structure, C5H8OS, from the OMol25 dataset.

Geometry (Å):
S -2.190733 -0.820454 -0.630503
O 0.281998 -0.283877 -1.125412
C 1.538273 -0.659445 -0.576297
C -0.624300 -0.200990 -0.127115
C -0.058828 -0.776734 1.098658
C -0.981459 1.701687 0.096744
C 1.245623 -0.986975 0.895786
H 1.953064 -1.523045 -1.180677
H 1.934532 -1.317596 1.548358
H -1.692352 1.904237 -0.664623
H -1.172434 1.869678 1.099622
H 2.338505 0.213746 -0.695647
H -0.565245 -0.981581 2.112459
H -2.136276 -0.230426 -1.782516
H 0.129636 2.091772 -0.068840

Atomic forces in eV per Å
S -1.0868 -1.5087 0.8682
O 1.4706 -0.4364 -0.5272
C 2.2803 0.5629 -0.1348
C -2.1780 4.3465 1.0310
C 0.6375 -0.5190 2.1933
C 5.1606 -3.3772 -1.4109
C -2.7719 1.2114 -3.3835
H -0.4509 0.8030 0.7712
H 2.2408 -1.1333 2.1248
H -0.4768 0.4891 -0.3213
H -1.1232 0.3713 1.7797
H -1.6580 -1.5340 0.2771
H 0.5537 0.5980 -2.0316
H -0.0735 0.6168 -1.1351
H -2.5245 -0.4904 -0.1008

Properties
2S+1: 1
ΔE to the lowest compared entry with this formula, charge and spin in kcal/mol: 65.4
LUMO energy in eV: 0.9034
Total charge: 0

---

No. 3
The following is a quantum chemistry calculation of C5H8OS2 in the gas phase, from the OMol25 dataset.

Geometry (Å):
S 2.076474 -0.349046 -0.704220
S -2.683650 -1.075532 0.176352
O -1.498043 1.211218 0.066925
C -1.041424 -0.983259 -0.580749
C -0.521821 0.390390 -0.281215
C 0.748851 0.747626 -0.250993
C 3.078420 -0.373459 0.857050
C -2.771724 0.719266 -0.124904
H -0.410767 -1.756823 -0.161620
H -3.102506 0.915960 -1.148485
H 3.984469 -0.919352 0.581284
H 0.982438 1.810925 -0.069489
H -1.075020 -1.180232 -1.684611
H 2.472834 -0.900971 1.601781
H -3.499161 1.074602 0.611091
H 3.260636 0.668681 1.111801

Atomic forces in eV per Å
S -0.1643 0.2921 0.3325
S 0.3016 0.2001 -0.3408
O -0.2999 2.1822 0.6873
C 0.0059 -0.9380 -1.0885
C 0.3679 -1.7757 0.0995
C 1.1938 0.8164 -0.1592
C -1.0593 -0.0906 -0.9477
C -1.3833 -1.0773 -0.0357
H 0.2157 -0.0080 0.0929
H -0.0931 0.0474 0.0877
H -0.0897 0.1908 0.3213
H -0.0220 -0.6450 0.0147
H -0.1158 0.2735 0.8523
H 0.4769 0.2123 0.0419
H 0.4199 0.5291 -0.2204
H 0.2455 -0.2093 0.2620

Properties
2S+1: 1
ΔE to the lowest compared entry with this formula, charge and spin in kcal/mol: 25.7
SMILES string: CS/C=C1\CSCO1
LUMO energy in eV: 0.7950
Total charge: 0

---

No. 4
The following is a quantum chemistry calculation of C5H8OS2 in the gas phase, from the OMol25 dataset.

Geometry (Å):
S 0.962164 -0.876461 -1.356128
S -3.056888 -0.639759 -0.254121
O 0.847104 -0.427597 1.336320
C 0.390928 1.637349 -0.472340
C -0.375456 -0.505044 0.692640
C 1.737560 -1.032915 0.440287
C -1.579966 0.245160 0.150969
C -0.202917 0.258234 -0.600439
H -2.459009 -1.750774 -0.808614
H 1.763166 -2.105178 0.593817
H 1.482290 1.658693 -0.220038
H 2.649088 -0.479939 0.542939
H -0.034434 2.152486 0.392133
H 0.270339 2.208076 -1.365054
H -1.800785 1.249229 0.436104
H -0.593189 -1.591566 0.491522

Atomic forces in eV per Å
S -0.0533 0.2758 0.1432
S 0.1414 -0.7481 -0.3412
O -0.1911 0.5895 1.4904
C 1.2929 0.1089 1.5342
C -0.7979 -0.9947 -1.1028
C -0.7276 -0.0436 -0.7821
C 1.1246 -0.6315 -0.0917
C -0.2388 -0.6377 -0.2553
H -0.2792 0.7763 0.3798
H 0.4620 -0.1536 0.1468
H -0.7471 -0.4218 -0.4382
H 0.7487 -0.2262 -0.1902
H -0.2280 0.2576 -0.2355
H -0.2777 0.4252 -0.6396
H -0.2850 0.4039 0.1666
H 0.0561 1.0199 0.2157

Properties
2S+1: 1
ΔE to the lowest compared entry with this formula, charge and spin in kcal/mol: 93.3
SMILES string: C[C@@]12SCO[C@H]1[C@@H]2S
LUMO energy in eV: 0.7170
Total charge: 0

---

No. 5
The following is a quantum chemistry calculation of a molecular structure, C5H8OS2, from the OMol25 dataset.

Geometry (Å):
S 0.144597 1.567067 -0.314981
S -3.568380 -0.302676 -0.225296
O -0.992164 -0.741033 -0.158279
C -1.983984 0.193886 -0.062760
C 1.266286 -0.646692 -1.420197
C 1.178475 -0.669711 1.239549
C -1.504609 1.455680 0.278470
C 0.405995 -0.264086 -0.018400
H 2.039987 0.364332 -1.389020
H 1.875412 -1.876534 0.961359
H 2.018982 0.297942 1.406469
H -2.014608 2.076838 -0.327655
H 1.730255 -1.578003 -0.817500
H 0.171220 -0.797195 1.954920
H -1.464612 1.664198 1.375984
H 0.697153 -0.744008 -2.482663

Atomic forces in eV per Å
S 1.4178 -0.4788 0.2343
S 1.6844 0.7558 0.0365
O 0.6728 -0.0894 0.6291
C -1.6447 -5.4917 -0.1559
C 0.7333 0.9601 2.9619
C 0.1531 -0.6059 -0.2274
C 2.4146 1.6408 2.8127
C -0.1906 1.3571 -4.3685
H -1.7435 -3.3751 -0.5868
H -2.3972 3.8983 1.3507
H -2.6815 -3.3080 0.1175
H -2.1657 2.9219 -1.0587
H -0.2467 1.5775 -3.1028
H 3.5351 0.1990 -0.8046
H -0.8695 -0.0610 -0.8764
H 1.3283 0.0994 3.0381

Properties
2S+1: 1
ΔE to the lowest compared entry with this formula, charge and spin in kcal/mol: 116.7
LUMO energy in eV: -0.0021
Total charge: 0

---

No. 6
The following is a quantum chemistry calculation of C5H8OS2 in the gas phase, from the OMol25 dataset.

Geometry (Å):
S 2.780128 -0.490340 -0.440508
S -2.208093 -0.672075 -0.466848
O -0.509425 1.710657 0.180483
C -1.263356 -0.602060 1.156666
C 0.084901 0.577313 -0.411472
C -0.793264 0.032343 -1.500463
C 1.372395 0.281505 0.353817
C 0.139557 -0.571139 0.577441
H 1.626294 1.106608 1.001496
H 3.258889 -1.142216 0.657495
H -1.552904 0.275162 1.699968
H -0.204915 2.473802 -0.304303
H -0.330078 -0.759451 -2.087138
H -1.205127 0.774228 -2.172732
H 0.314739 -1.493795 0.014401
H -1.509737 -1.500535 1.741697

Atomic forces in eV per Å
S 0.1115 -0.2476 0.3788
S 0.0944 0.0028 0.0134
O -0.1973 -0.1204 0.2309
C 0.2076 -0.6548 -0.1680
C 0.1729 -0.3098 0.2027
C -0.0050 -0.3242 -0.0783
C -0.0984 -0.1146 -0.1203
C -0.0923 -0.0635 -0.0609
H -0.0405 0.0258 0.0736
H -0.2435 0.2903 -0.4229
H -0.0340 0.4153 0.1865
H 0.1138 0.3855 -0.1939
H 0.0260 -0.0075 0.1201
H -0.0671 0.2468 -0.0431
H -0.1167 0.2145 0.1888
H 0.1683 0.2614 -0.3073

Properties
2S+1: 1
ΔE to the lowest compared entry with this formula, charge and spin in kcal/mol: 63.5
SMILES string: O[C@]12CSC[C@@H]1[C@H]2S
LUMO energy in eV: 0.6739
Total charge: 0

---

No. 7
The following is a quantum chemistry calculation of 2 unconnected molecules or ions with the total composition C5H8S, from the OMol25 dataset.

Geometry (Å):
S -3.323763 0.284937 0.296497
C -0.148913 -0.750569 -0.306530
C 1.469920 0.756953 0.624450
C -0.833856 -1.788484 -0.054248
C 0.958312 0.066341 -0.562844
C -1.898113 1.014246 0.169533
H 2.090698 0.047655 1.191376
H 0.864103 1.351798 1.269557
H 2.335109 1.450104 0.116010
H -0.326987 -2.798111 -0.183274
H 1.763296 -0.550409 -0.932710
H -1.549717 1.962524 -0.308864
H -1.957342 -1.812925 -0.002443
H 0.557257 0.765945 -1.316516

Atomic forces in eV per Å
S 1.3593 1.3273 0.0249
C -3.1634 1.5605 1.4418
C 4.8873 1.8193 -0.7133
C -0.3405 -2.9681 -0.8961
C -0.6059 0.3560 -1.1790
C 0.2327 -2.1700 -1.3646
H -0.5002 0.2286 0.2747
H -0.7797 0.2031 0.0929
H -1.9489 -1.0797 1.6566
H -0.7039 0.9873 0.3242
H 0.4768 -0.0616 -0.7544
H -0.6689 -0.4236 0.7613
H 0.9153 0.2801 0.4608
H 0.8401 -0.0592 -0.1299

Properties
2S+1: 1
ΔE to the lowest compared entry with this formula, charge and spin in kcal/mol: 127.5
LUMO energy (spin up / spin down) in eV: -0.3940 / -0.1623
Total charge: 0

---

No. 8
The following is a quantum chemistry calculation of C5H8S in the gas phase, from the OMol25 dataset.

Geometry (Å):
S 0.708131 0.863512 1.739157
C -0.773368 0.077417 -0.454894
C 0.446508 -0.094760 0.290944
C 1.622518 -0.814299 -0.192584
C -1.844468 0.944464 0.239980
C -0.946767 -0.351746 -1.728867
H 1.457318 -1.822589 0.005044
H -1.584611 1.925637 0.148589
H 1.919418 0.437584 2.062135
H -1.703425 0.637371 1.215574
H -0.717993 -1.359222 -2.170976
H 2.560121 -0.375265 0.285205
H 1.576716 -0.723672 -1.242917
H -2.720098 0.655568 -0.196391

Atomic forces in eV per Å
S -0.9180 0.3219 0.0561
C 1.1163 0.3340 0.8267
C -1.1294 1.0331 0.2610
C 0.9838 1.6849 0.6029
C 2.7296 -2.4747 -1.3287
C -0.2243 -1.1775 -0.2634
H 0.3360 -2.0754 0.6230
H 0.2997 2.8596 -0.3641
H 0.3258 -0.2249 -0.1077
H -0.7154 -0.3713 2.3469
H 0.1499 1.1656 0.4478
H -1.0505 -1.0268 -1.0533
H 0.7688 0.1479 -1.3527
H -2.6724 -0.1963 -0.6946

Properties
2S+1: 1
ΔE to the lowest compared entry with this formula, charge and spin in kcal/mol: 107.0
LUMO energy (spin up / spin down) in eV: -0.4166 / -0.0862
Total charge: 0

---

No. 9
The following is a quantum chemistry calculation of C5H8S3 in the gas phase, from the OMol25 dataset.

Geometry (Å):
S 1.595570 1.350433 -0.351674
S -1.979980 2.186301 -0.317568
S -3.164876 -0.476899 -0.110908
C 0.320686 -1.035803 -1.240639
C -0.644746 0.043618 0.871743
C -1.915196 0.509682 0.183456
C 1.873907 -0.154548 0.613677
C 0.555109 -0.123899 -0.055482
H -0.406886 0.745302 1.701784
H -0.895235 -0.916936 1.322506
H 1.911279 -0.044255 1.681868
H 2.640410 -0.811796 0.258087
H -0.019466 -2.012732 -0.880234
H 1.268137 -1.170764 -1.819557
H -0.396171 -0.612180 -1.941037
H -0.742548 2.524472 0.083979

Atomic forces in eV per Å
S -0.0343 -0.0238 0.0557
S -0.0114 -0.2769 0.0518
S -0.0362 0.0168 0.0201
C 1.0162 -0.0508 -0.3885
C -0.1905 0.4855 0.4476
C 0.2355 0.2423 -0.1099
C -0.1241 0.1203 0.0805
C -0.1256 -0.1046 -0.0093
H 0.0009 -0.3367 -0.5450
H 0.1522 -0.1311 -0.0566
H -0.1327 0.2209 0.3382
H 0.2090 -0.2866 -0.4296
H -0.0818 0.1146 -0.1721
H -0.6729 0.0635 0.5709
H -0.2135 -0.0684 0.1232
H 0.0091 0.0152 0.0232

Properties
2S+1: 1
ΔE to the lowest compared entry with this formula, charge and spin in kcal/mol: 8.9
SMILES string: C[C@@]1(CC(=S)S)CS1
LUMO energy in eV: -0.2440
Total charge: 0

---

No. 10
The following is a quantum chemistry calculation of 2 unconnected molecules or ions with the total composition C5H8SSi, from the OMol25 dataset.

Geometry (Å):
S 2.123318 -1.190613 -0.028953
Si -2.094226 0.508556 0.044669
C 3.742215 0.831255 0.049734
C 1.440315 0.431131 -0.152420
C 2.464592 1.329439 -0.145368
C 3.736315 -0.549292 0.184534
C -2.439154 -1.385363 -0.080824
H 4.527840 1.558929 0.066481
H -1.756281 1.185051 -1.204802
H -1.596830 -1.804387 0.463489
H -1.942792 1.220278 1.308141
H 4.518211 -1.149118 0.383072
H -2.196638 -1.651736 -1.134505
H 2.113970 2.408162 -0.311936
H -3.552046 -1.501186 0.134086

Atomic forces in eV per Å
S 0.1347 1.1909 0.4221
Si 1.2002 -1.0518 -0.6537
C 0.1479 -1.3509 0.1726
C 0.5942 -1.6119 0.0139
C -3.6849 2.6958 -0.6520
C -2.7062 2.8912 -0.9624
C -0.3946 1.8999 -1.1132
H 0.8283 -0.3728 0.2119
H -0.1771 0.2799 -0.0164
H -0.8064 -0.6623 0.8029
H -0.1304 0.0204 0.1400
H 2.4890 -2.0479 0.5194
H -0.5609 0.2554 0.5424
H 1.2378 -1.4358 0.3896
H 1.8285 -0.7000 0.1827

Properties
2S+1: 1
ΔE to the lowest compared entry with this formula, charge and spin in kcal/mol: 29.1
LUMO energy (spin up / spin down) in eV: -0.7021 / -1.5517
Total charge: 0

---

The records above give, respectively, strongest force on any atom values of 2.99; 6.33; 2.31; 2.01; 5.73; 0.71; 5.26; 3.92; 1.09; 4.61 eV Å⁻¹.